Entry 1:
{"formula": "C6H13N2OS", "method": "ωB97M-V/def2-TZVPD", "energy_ev": -22280.952, "homo_energy_ha": -0.45109, "homo_lumo_gap_ev": 8.70, "de_lowest_ev": 8.501, "total_charge": 1, "lumo_energy_ev": -3.58, "species": ["C", "C", "C", "S", "N", "C", "C", "O", "C", "N", "H", "H", "H", "H", "H", "H", "H", "H", "H", "H", "H", "H", "H"], "coordinates": [[0.34, 0.44, -3.29], [-0.64, -0.18, -2.49], [-1.82, -0.83, -1.54], [-1.13, -1.67, 0.03], [0.53, -2.15, -0.42], [-1.13, -0.50, 1.49], [-0.19, 0.83, 1.32], [-0.54, 1.67, 0.14], [1.43, 0.55, 1.37], [2.07, 1.45, 0.33], [0.88, 1.00, -4.20], [-2.29, -1.73, -2.17], [-2.71, -0.10, -1.31], [0.78, -2.84, 0.35], [0.36, -2.79, -1.25], [-2.25, -0.13, 1.64], [-0.84, -1.04, 2.51], [-0.43, 1.53, 2.26], [-1.14, 2.41, 0.48], [1.82, 0.95, 2.43], [1.74, -0.57, 1.32], [2.03, 2.44, 0.72], [3.12, 1.26, 0.27]]}

---

Entry 2:
{"formula": "C3H5Br3O2", "method": "ωB97M-V/def2-TZVPD", "energy_ev": -217410.368, "homo_energy_ha": [-0.27389, -0.27386], "homo_lumo_gap_ev": [7.07, 7.07], "de_lowest_ev": 3.233, "lumo_energy_ev": [-0.38, -0.38], "species": ["C", "C", "C", "O", "O", "Br", "Br", "Br", "H", "H", "H", "H", "H"], "coordinates": [[0.69, -0.69, -0.28], [-0.50, 1.21, -0.69], [-2.80, 0.00, 0.07], [-0.94, 2.35, -0.50], [0.39, 0.60, 0.11], [-3.36, -1.47, -1.08], [-3.13, -0.69, 1.85], [-3.96, 1.55, -0.14], [-0.27, -1.08, -0.60], [0.98, -1.36, 0.60], [1.48, -0.73, -1.00], [-0.73, 0.73, -1.54], [-0.54, 2.79, 0.22]]}

---

Entry 3:
{"formula": "C17H23N6STi", "method": "ωB97M-V/def2-TZVPD", "energy_ev": -60890.456, "homo_energy_ha": [-0.34452, -0.39914], "homo_lumo_gap_ev": [6.42, 7.51], "de_lowest_ev": 0.033, "total_charge": 1, "lumo_energy_ev": [-2.96, -3.35], "s_squared": 2.0168, "spin_multiplicity": 3, "species": ["Ti", "N", "C", "S", "N", "N", "C", "C", "C", "C", "C", "C", "C", "C", "C", "C", "C", "C", "N", "H", "H", "H", "H", "H", "H", "H", "H", "H", "H", "H", "N", "C", "C", "C", "C", "N", "H", "H", "H", "H", "H", "H", "H", "H", "H", "H", "H", "H"], "coordinates": [[-0.12, -0.28, -0.23], [3.05, 1.20, 2.38], [2.09, 0.49, 1.77], [2.25, 0.24, 0.04], [1.11, 0.04, 2.52], [0.15, -0.62, 1.81], [-0.62, -1.46, 2.44], [-0.51, -1.77, 3.89], [-0.17, -3.06, 4.30], [-0.07, -3.35, 5.65], [-0.32, -2.37, 6.60], [-0.66, -1.08, 6.19], [-0.75, -0.78, 4.84], [-1.61, -2.11, 1.60], [-2.57, -2.99, 2.09], [-3.48, -3.56, 1.23], [-3.41, -3.25, -0.13], [-2.45, -2.37, -0.55], [-1.56, -1.79, 0.28], [3.89, 1.42, 1.88], [3.07, 1.22, 3.39], [0.03, -3.82, 3.56], [0.20, -4.35, 5.97], [-0.25, -2.60, 7.65], [-0.85, -0.31, 6.93], [-0.99, 0.22, 4.52], [-2.60, -3.21, 3.15], [-4.23, -4.25, 1.59], [-4.10, -3.68, -0.84], [-2.37, -2.10, -1.60], [0.15, -0.58, -2.48], [-0.13, 0.81, -2.93], [-1.53, 1.23, -2.43], [-1.61, 2.61, -1.78], [-0.74, 2.79, -0.54], [-0.94, 1.69, 0.43], [1.10, -0.84, -2.73], [-0.45, -1.24, -2.97], [-0.08, 0.91, -4.01], [0.64, 1.44, -2.49], [-1.89, 0.47, -1.72], [-2.24, 1.18, -3.25], [-2.65, 2.80, -1.52], [-1.33, 3.38, -2.51], [-0.97, 3.76, -0.09], [0.32, 2.80, -0.79], [-1.91, 1.68, 0.75], [-0.38, 1.87, 1.26]]}

---

Entry 4:
{"formula": "H4O2", "method": "ωB97M-V/def2-TZVPD", "energy_ev": -4159.709, "homo_energy_ha": -0.43075, "smiles": "O.O", "homo_lumo_gap_ev": 12.15, "de_lowest_ev": 0.230, "lumo_energy_ev": 0.43, "species": ["O", "H", "H", "O", "H", "H"], "coordinates": [[0.65, -2.32, 0.85], [-0.14, -2.82, 1.09], [0.50, -1.40, 1.07], [-0.59, 2.40, -0.94], [-0.77, 1.60, -1.45], [-0.06, 2.11, -0.19]]}

---

Entry 5:
{"formula": "C31H24N8O2SV", "method": "ωB97M-V/def2-TZVPD", "energy_ev": -85073.676, "homo_energy_ha": [-0.36707, -0.37055], "homo_lumo_gap_ev": [6.73, 6.63], "de_lowest_ev": 0.000, "total_charge": 1, "lumo_energy_ev": [-3.25, -3.45], "s_squared": 2.0135, "spin_multiplicity": 3, "species": ["V", "O", "C", "C", "C", "C", "C", "C", "C", "N", "N", "C", "O", "C", "C", "C", "C", "C", "C", "H", "H", "H", "H", "H", "H", "H", "H", "H", "H", "N", "C", "N", "C", "N", "N", "C", "C", "C", "C", "C", "C", "N", "C", "C", "C", "C", "C", "C", "H", "H", "H", "H", "H", "H", "H", "H", "H", "H", "H", "S", "C", "C", "N", "C", "H", "H", "H"], "coordinates": [[-0.22, 0.03, -0.32], [-0.42, 0.57, -2.20], [-0.61, -0.02, -3.36], [-0.92, 0.75, -4.49], [-1.08, 0.16, -5.72], [-0.93, -1.22, -5.89], [-0.62, -1.99, -4.79], [-0.46, -1.42, -3.52], [-0.15, -2.28, -2.39], [-0.04, -1.90, -1.16], [0.18, -2.94, -0.26], [0.40, -2.44, 0.92], [0.44, -1.16, 1.14], [0.62, -3.35, 2.07], [0.72, -2.81, 3.35], [0.89, -3.65, 4.45], [0.97, -5.02, 4.26], [0.87, -5.56, 2.99], [0.69, -4.73, 1.89], [-1.05, 1.82, -4.36], [-1.33, 0.78, -6.58], [-1.06, -1.67, -6.86], [-0.50, -3.06, -4.90], [-0.02, -3.35, -2.58], [0.66, -1.74, 3.48], [0.97, -3.23, 5.44], [1.10, -5.67, 5.12], [0.93, -6.63, 2.84], [0.62, -5.13, 0.89], [0.89, 4.33, -0.89], [0.41, 3.11, -1.10], [0.05, 2.29, -0.16], [0.12, 2.71, 1.17], [-0.36, 1.97, 2.10], [-0.98, 0.88, 1.54], [-2.00, 0.38, 2.08], [-2.74, -0.62, 1.30], [-3.85, -1.28, 1.80], [-4.56, -2.11, 0.95], [-4.14, -2.25, -0.36], [-3.00, -1.58, -0.78], [-2.30, -0.79, 0.04], [0.76, 3.99, 1.47], [0.99, 4.43, 2.78], [1.58, 5.66, 3.00], [1.94, 6.47, 1.92], [1.71, 6.05, 0.62], [1.12, 4.81, 0.40], [1.14, 4.90, -1.68], [0.32, 2.77, -2.13], [-2.38, 0.74, 3.04], [-4.17, -1.12, 2.82], [-5.44, -2.63, 1.30], [-4.68, -2.87, -1.07], [-2.63, -1.67, -1.79], [0.70, 3.79, 3.60], [1.76, 5.99, 4.01], [2.39, 7.43, 2.09], [1.99, 6.68, -0.22], [4.40, 0.55, -0.03], [3.91, 0.85, -1.64], [2.57, 0.69, -1.75], [1.94, 0.32, -0.58], [2.80, 0.20, 0.40], [4.62, 1.10, -2.41], [1.98, 0.79, -2.65], [2.50, -0.11, 1.39]]}

---

Entry 6:
{"formula": "C2H10N5", "method": "ωB97M-V/def2-TZVPD", "energy_ev": -9676.003, "homo_energy_ha": -0.45973, "homo_lumo_gap_ev": 8.92, "de_lowest_ev": 6.010, "total_charge": 1, "lumo_energy_ev": -3.59, "species": ["C", "C", "N", "N", "N", "N", "N", "H", "H", "H", "H", "H", "H", "H", "H", "H", "H"], "coordinates": [[-1.21, 1.12, -0.44], [0.47, -0.60, 0.16], [-1.32, -2.07, -0.23], [1.96, 1.16, 0.22], [0.08, -1.88, 0.05], [1.67, -0.17, 0.23], [-1.26, 1.97, 0.57], [-0.66, 1.55, -1.28], [-1.66, 0.18, -0.42], [-1.51, -2.65, -1.13], [-1.75, -2.47, 0.58], [1.55, 1.59, -0.51], [3.00, 1.23, 0.37], [0.79, -2.61, -0.21], [2.49, -0.85, 0.17], [-0.72, 2.82, 0.62], [-1.93, 1.66, 1.26]]}

---

Repeat the sixth record exactly.
{"formula": "C2H10N5", "method": "ωB97M-V/def2-TZVPD", "energy_ev": -9676.003, "homo_energy_ha": -0.45973, "homo_lumo_gap_ev": 8.92, "de_lowest_ev": 6.010, "total_charge": 1, "lumo_energy_ev": -3.59, "species": ["C", "C", "N", "N", "N", "N", "N", "H", "H", "H", "H", "H", "H", "H", "H", "H", "H"], "coordinates": [[-1.21, 1.12, -0.44], [0.47, -0.60, 0.16], [-1.32, -2.07, -0.23], [1.96, 1.16, 0.22], [0.08, -1.88, 0.05], [1.67, -0.17, 0.23], [-1.26, 1.97, 0.57], [-0.66, 1.55, -1.28], [-1.66, 0.18, -0.42], [-1.51, -2.65, -1.13], [-1.75, -2.47, 0.58], [1.55, 1.59, -0.51], [3.00, 1.23, 0.37], [0.79, -2.61, -0.21], [2.49, -0.85, 0.17], [-0.72, 2.82, 0.62], [-1.93, 1.66, 1.26]]}

---

Please write out number 5 again, unchanged.
{"formula": "C31H24N8O2SV", "method": "ωB97M-V/def2-TZVPD", "energy_ev": -85073.676, "homo_energy_ha": [-0.36707, -0.37055], "homo_lumo_gap_ev": [6.73, 6.63], "de_lowest_ev": 0.000, "total_charge": 1, "lumo_energy_ev": [-3.25, -3.45], "s_squared": 2.0135, "spin_multiplicity": 3, "species": ["V", "O", "C", "C", "C", "C", "C", "C", "C", "N", "N", "C", "O", "C", "C", "C", "C", "C", "C", "H", "H", "H", "H", "H", "H", "H", "H", "H", "H", "N", "C", "N", "C", "N", "N", "C", "C", "C", "C", "C", "C", "N", "C", "C", "C", "C", "C", "C", "H", "H", "H", "H", "H", "H", "H", "H", "H", "H", "H", "S", "C", "C", "N", "C", "H", "H", "H"], "coordinates": [[-0.22, 0.03, -0.32], [-0.42, 0.57, -2.20], [-0.61, -0.02, -3.36], [-0.92, 0.75, -4.49], [-1.08, 0.16, -5.72], [-0.93, -1.22, -5.89], [-0.62, -1.99, -4.79], [-0.46, -1.42, -3.52], [-0.15, -2.28, -2.39], [-0.04, -1.90, -1.16], [0.18, -2.94, -0.26], [0.40, -2.44, 0.92], [0.44, -1.16, 1.14], [0.62, -3.35, 2.07], [0.72, -2.81, 3.35], [0.89, -3.65, 4.45], [0.97, -5.02, 4.26], [0.87, -5.56, 2.99], [0.69, -4.73, 1.89], [-1.05, 1.82, -4.36], [-1.33, 0.78, -6.58], [-1.06, -1.67, -6.86], [-0.50, -3.06, -4.90], [-0.02, -3.35, -2.58], [0.66, -1.74, 3.48], [0.97, -3.23, 5.44], [1.10, -5.67, 5.12], [0.93, -6.63, 2.84], [0.62, -5.13, 0.89], [0.89, 4.33, -0.89], [0.41, 3.11, -1.10], [0.05, 2.29, -0.16], [0.12, 2.71, 1.17], [-0.36, 1.97, 2.10], [-0.98, 0.88, 1.54], [-2.00, 0.38, 2.08], [-2.74, -0.62, 1.30], [-3.85, -1.28, 1.80], [-4.56, -2.11, 0.95], [-4.14, -2.25, -0.36], [-3.00, -1.58, -0.78], [-2.30, -0.79, 0.04], [0.76, 3.99, 1.47], [0.99, 4.43, 2.78], [1.58, 5.66, 3.00], [1.94, 6.47, 1.92], [1.71, 6.05, 0.62], [1.12, 4.81, 0.40], [1.14, 4.90, -1.68], [0.32, 2.77, -2.13], [-2.38, 0.74, 3.04], [-4.17, -1.12, 2.82], [-5.44, -2.63, 1.30], [-4.68, -2.87, -1.07], [-2.63, -1.67, -1.79], [0.70, 3.79, 3.60], [1.76, 5.99, 4.01], [2.39, 7.43, 2.09], [1.99, 6.68, -0.22], [4.40, 0.55, -0.03], [3.91, 0.85, -1.64], [2.57, 0.69, -1.75], [1.94, 0.32, -0.58], [2.80, 0.20, 0.40], [4.62, 1.10, -2.41], [1.98, 0.79, -2.65], [2.50, -0.11, 1.39]]}